[1]
Here is the molecule C20H29N3O from the Open Molecules 2025 dataset. Energies are from ωB97M-V/def2-TZVPD.

Values from the calculation:
**Kohn-Sham gap**: 0.3202 Eh
**Energy above the lowest of the compared OMol25 structures with the same formula, charge and spin**: 217.5 kJ/mol
**SMILES**: CC(C)=CCN1CCN(Cc2c[nH]c3ccccc23)C[C@@H]1CCO
**E_HOMO**: -7.95 eV

Positions of all 53 atoms, in Å:
C -6.090 -0.203 0.058
C -4.765 -0.903 0.134
C -4.641 -2.107 -0.756
C -3.810 -0.482 0.956
C -2.453 -1.083 1.160
N -1.457 -0.022 1.191
C -0.165 -0.415 1.720
C 0.699 -1.184 0.717
N 0.872 -0.375 -0.474
C 1.799 -0.976 -1.420
C 3.173 -1.068 -0.845
C 3.957 -2.178 -0.735
N 5.158 -1.855 -0.159
C 5.167 -0.518 0.123
C 6.145 0.277 0.707
C 5.864 1.616 0.868
C 4.641 2.157 0.460
C 3.668 1.375 -0.120
C 3.926 0.017 -0.297
C -0.417 -0.101 -1.072
C -1.308 0.668 -0.082
C -0.758 2.083 0.154
C -1.288 3.092 -0.865
O -2.628 3.457 -0.631
H -6.895 -0.902 0.285
H -6.259 0.179 -0.950
H -6.141 0.627 0.757
H -5.348 -2.044 -1.580
H -4.858 -3.016 -0.194
H -3.639 -2.200 -1.169
H -3.984 0.391 1.570
H -2.432 -1.571 2.142
H -2.245 -1.855 0.404
H -0.320 -1.015 2.619
H 0.368 0.497 2.001
H 1.681 -1.376 1.154
H 0.231 -2.159 0.477
H 1.467 -1.983 -1.738
H 1.820 -0.331 -2.306
H 3.750 -3.188 -1.035
H 5.911 -2.496 0.020
H 7.090 -0.142 1.023
H 6.601 2.264 1.319
H 4.463 3.213 0.607
H 2.723 1.790 -0.433
H -0.268 0.507 -1.968
H -0.926 -1.036 -1.382
H -2.314 0.737 -0.517
H -1.057 2.412 1.151
H 0.330 2.054 0.108
H -0.721 4.024 -0.804
H -1.179 2.690 -1.884
H -3.140 2.655 -0.473


[2]
Here is the molecule C20H29N3O3S from the Open Molecules 2025 dataset. Energies are from ωB97M-V/def2-TZVPD.

Values from the calculation:
**Kohn-Sham gap**: 0.3205 Eh
**Energy above the lowest of the compared OMol25 structures with the same formula, charge and spin**: 248.1 kJ/mol
**SMILES**: CC[C@@H](CC(=O)N(C)[C@@H]1CN(C(=O)/C=C/c2cc(C)no2)CC12CC2)SC
**E_HOMO**: -8.81 eV

Positions of all 56 atoms, in Å:
C 3.779 0.535 -2.972
C 2.331 0.818 -2.594
C 2.200 1.573 -1.271
C 0.838 2.251 -1.064
C -0.325 1.275 -1.111
O -0.612 0.738 -2.172
N -1.041 1.045 0.029
C -0.620 1.525 1.339
C -2.093 0.031 -0.057
C -3.307 0.340 0.824
N -3.079 -0.432 2.049
C -3.746 -0.332 3.223
O -3.434 -1.009 4.193
C -4.876 0.640 3.269
C -5.528 0.818 4.414
C -6.644 1.728 4.582
C -7.421 2.018 5.653
C -8.340 2.987 5.159
C -9.430 3.692 5.892
N -8.118 3.243 3.901
O -7.043 2.456 3.526
C -1.995 -1.403 1.912
C -1.660 -1.340 0.438
C -1.866 -2.540 -0.442
C -0.476 -2.043 -0.135
S 2.611 0.440 0.099
C 3.128 1.635 1.345
H 3.832 0.012 -3.927
H 4.347 1.462 -3.067
H 4.271 -0.083 -2.220
H 1.848 1.416 -3.370
H 1.757 -0.109 -2.548
H 2.961 2.359 -1.250
H 0.859 2.838 -0.149
H 0.673 2.943 -1.894
H -0.521 2.611 1.354
H -1.375 1.261 2.074
H 0.323 1.071 1.646
H -2.374 -0.007 -1.105
H -3.394 1.408 1.028
H -4.219 0.012 0.319
H -5.168 1.184 2.381
H -5.218 0.252 5.284
H -7.356 1.603 6.644
H -9.952 3.007 6.560
H -9.020 4.502 6.497
H -10.141 4.117 5.187
H -1.149 -1.118 2.547
H -2.325 -2.390 2.239
H -2.196 -3.456 0.029
H -2.246 -2.371 -1.442
H 0.065 -1.541 -0.925
H 0.132 -2.625 0.544
H 3.402 1.075 2.238
H 3.996 2.198 1.004
H 2.326 2.326 1.606


[3]
Here is the molecule C20H29N3O4 from the Open Molecules 2025 dataset. Energies are from ωB97M-V/def2-TZVPD.

Values from the calculation:
**Kohn-Sham gap**: 0.3243 Eh
**Energy above the lowest of the compared OMol25 structures with the same formula, charge and spin**: 98.8 kJ/mol
**SMILES**: CCCC1(CCC)C(=O)NC(=NCCc2ccc(OC)c(OC)c2)NC1=O
**E_HOMO**: -8.18 eV

Positions of all 56 atoms, in Å:
C -4.373 -0.536 -2.896
C -3.253 0.128 -2.106
C -2.917 -0.674 -0.849
C -1.819 0.001 -0.011
C -1.396 -0.873 1.204
C -2.541 -1.322 2.109
C -1.989 -1.948 3.385
C -0.554 0.123 -0.837
O -0.129 -0.768 -1.537
N 0.148 1.289 -0.717
C -0.171 2.389 0.067
N 0.518 3.430 0.256
C 1.825 3.633 -0.302
C 2.933 3.060 0.607
C 2.796 1.573 0.746
C 2.212 1.009 1.867
C 1.983 -0.353 1.916
C 2.315 -1.190 0.858
O 1.985 -2.500 1.024
C 1.730 -3.303 -0.113
C 2.976 -0.638 -0.259
O 3.395 -1.491 -1.241
C 3.901 -0.955 -2.437
C 3.185 0.735 -0.297
N -1.422 2.330 0.645
C -2.332 1.311 0.557
O -3.453 1.457 0.985
H -4.604 0.041 -3.789
H -4.080 -1.538 -3.201
H -5.273 -0.608 -2.291
H -2.365 0.212 -2.737
H -3.562 1.136 -1.819
H -2.576 -1.670 -1.132
H -3.814 -0.762 -0.236
H -0.677 -0.299 1.795
H -0.877 -1.753 0.818
H -3.172 -0.469 2.363
H -3.157 -2.056 1.589
H -1.334 -2.783 3.148
H -2.801 -2.314 4.009
H -1.420 -1.218 3.957
H 1.058 1.299 -1.166
H 1.927 3.211 -1.312
H 1.956 4.717 -0.371
H 3.898 3.321 0.168
H 2.853 3.533 1.586
H 1.921 1.635 2.697
H 1.525 -0.807 2.781
H 1.182 -4.168 0.264
H 2.655 -3.637 -0.586
H 1.119 -2.770 -0.845
H 4.101 -1.812 -3.077
H 4.833 -0.403 -2.274
H 3.168 -0.306 -2.928
H 3.681 1.176 -1.150
H -1.718 3.178 1.114


[4]
Here is a structure of composition C20H29N4OPReS6Sb from the Open Molecules 2025 dataset. Energies are from ωB97M-V/def2-TZVPD.

Values from the calculation:
**Kohn-Sham gap (spin up / spin down)**: 0.2285 / 0.2229 Eh
**Expectation value of S²**: 0.7563
**Energy above the lowest of the compared OMol25 structures with the same formula, charge and spin**: 114.9 kJ/mol
**Multiplicity**: 2
**Charge**: +1
**E_HOMO (spin up / spin down)**: -9.82 / -9.66 eV

Positions of all 63 atoms, in Å:
Re -0.153 -0.012 0.195
C 4.501 -2.287 1.460
C 3.146 -2.835 1.218
N 2.793 -4.072 1.332
N 1.457 -4.087 1.035
C 0.965 -2.885 0.729
S -0.580 -2.380 0.265
N 2.050 -2.073 0.850
N 1.958 -0.687 0.614
H 5.215 -3.105 1.457
H 4.551 -1.788 2.430
H 4.784 -1.570 0.689
H 0.951 -4.957 1.036
H 2.184 -0.193 1.476
H 2.622 -0.426 -0.109
S -3.451 1.288 1.566
Sb -3.441 3.765 1.221
S -0.465 2.391 0.460
S -2.110 1.236 -0.056
S -3.195 4.543 3.256
C 1.810 -0.025 -2.724
P 0.070 0.116 -2.169
C -0.803 -1.147 -3.145
C -2.012 -1.650 -2.672
C -2.742 -2.555 -3.428
C -2.265 -2.970 -4.662
C -1.061 -2.473 -5.142
C -0.335 -1.561 -4.391
C -0.466 1.677 -2.946
C 0.410 2.755 -3.053
C -0.026 3.966 -3.568
C -1.344 4.114 -3.973
C -2.224 3.047 -3.866
C -1.788 1.834 -3.356
H 1.948 0.271 -3.764
H 2.133 -1.061 -2.603
H 2.435 0.623 -2.107
H -2.383 -1.330 -1.705
H -3.680 -2.938 -3.051
H -2.831 -3.679 -5.252
H -0.688 -2.792 -6.107
H 0.593 -1.175 -4.789
H 1.439 2.662 -2.729
H 0.665 4.794 -3.651
H -1.684 5.059 -4.377
H -3.250 3.154 -4.192
H -2.479 1.003 -3.293
C -0.711 2.609 5.240
C -1.099 1.582 4.189
S 0.348 0.877 3.406
O -0.155 -0.181 2.422
C 0.982 -0.135 4.760
C 0.045 -1.244 5.204
H -1.612 3.126 5.567
H -0.036 3.361 4.828
H -0.247 2.158 6.117
H -1.634 2.044 3.369
H -1.710 0.767 4.575
H 1.225 0.564 5.562
H 1.930 -0.529 4.388
H -0.775 -0.858 5.807
H 0.593 -1.961 5.813
H -0.371 -1.765 4.343


[5]
Here is the molecule C20H29NO2 from the Open Molecules 2025 dataset. Energies are from ωB97M-V/def2-TZVPD.

Values from the calculation:
**Kohn-Sham gap**: 0.3557 Eh
**Energy above the lowest of the compared OMol25 structures with the same formula, charge and spin**: 243.1 kJ/mol
**SMILES**: CCN(CC#CC[C@@](O)(c1ccccc1)C1CCCC1)CCO
**E_HOMO**: -8.90 eV

Positions of all 52 atoms, in Å:
C -1.921 -1.084 1.818
C -2.296 -1.551 0.416
N -2.848 -0.473 -0.384
C -2.660 -0.693 -1.814
C -1.257 -0.484 -2.136
C -0.090 -0.235 -2.255
C 1.317 0.056 -2.426
C 2.103 0.207 -1.091
O 3.480 0.052 -1.389
C 1.819 1.558 -0.448
C 2.857 2.398 -0.066
C 2.596 3.619 0.530
C 1.292 4.020 0.756
C 0.249 3.185 0.391
C 0.511 1.963 -0.202
C 1.718 -0.899 -0.092
C 2.541 -0.860 1.196
C 2.309 -2.234 1.834
C 1.905 -3.172 0.680
C 1.967 -2.322 -0.592
C -4.186 -0.053 0.001
C -4.119 1.355 0.615
O -3.461 2.251 -0.243
H -1.263 -0.220 1.760
H -2.804 -0.813 2.392
H -1.403 -1.883 2.343
H -1.393 -1.901 -0.090
H -2.998 -2.402 0.485
H -3.256 0.039 -2.368
H -2.972 -1.706 -2.130
H 1.784 -0.760 -2.986
H 1.424 0.980 -3.005
H 3.731 0.732 -2.023
H 3.881 2.088 -0.218
H 3.418 4.258 0.820
H 1.088 4.974 1.219
H -0.774 3.485 0.567
H -0.307 1.319 -0.481
H 0.660 -0.779 0.149
H 2.248 -0.041 1.851
H 3.591 -0.734 0.933
H 3.203 -2.586 2.346
H 1.508 -2.176 2.572
H 2.563 -4.038 0.612
H 0.890 -3.541 0.833
H 1.235 -2.640 -1.333
H 2.962 -2.368 -1.034
H -4.628 -0.746 0.725
H -4.844 -0.019 -0.874
H -3.598 1.313 1.583
H -5.124 1.751 0.775
H -2.647 1.810 -0.523


[6]
Here is the molecule C20H29NO3 from the Open Molecules 2025 dataset. Energies are from ωB97M-V/def2-TZVPD.

Values from the calculation:
**Kohn-Sham gap**: 0.3324 Eh
**Energy above the lowest of the compared OMol25 structures with the same formula, charge and spin**: 187.9 kJ/mol
**SMILES**: CCOC(=O)C1(CCOc2ccccc2)CCN(CC2CC2)CC1
**E_HOMO**: -8.28 eV

Positions of all 53 atoms, in Å:
C -0.398 0.334 5.074
C -0.825 -0.275 3.752
O 0.231 -0.088 2.809
C -0.029 -0.434 1.546
O -1.088 -0.897 1.203
C 1.183 -0.254 0.641
C 2.089 -1.481 0.881
C 1.454 -2.848 0.595
O 1.582 -3.191 -0.771
C 0.508 -3.511 -1.548
C -0.834 -3.349 -1.218
C -1.814 -3.712 -2.128
C -1.482 -4.235 -3.363
C -0.146 -4.390 -3.697
C 0.839 -4.033 -2.801
C 1.961 1.016 1.011
C 1.136 2.263 0.708
N 0.830 2.300 -0.706
C 0.339 3.578 -1.184
C -1.007 4.027 -0.642
C -2.275 3.658 -1.350
C -1.784 5.073 -1.382
C -0.003 1.171 -1.071
C 0.741 -0.139 -0.820
H -0.200 1.396 4.952
H 0.508 -0.148 5.433
H -1.186 0.201 5.809
H -1.022 -1.348 3.853
H -1.733 0.201 3.366
H 2.411 -1.465 1.925
H 2.974 -1.389 0.249
H 2.009 -3.612 1.156
H 0.416 -2.874 0.928
H -1.143 -2.925 -0.275
H -2.851 -3.577 -1.858
H -2.256 -4.516 -4.062
H 0.130 -4.793 -4.660
H 1.884 -4.146 -3.044
H 2.234 1.000 2.066
H 2.873 1.050 0.412
H 1.712 3.156 0.963
H 0.224 2.252 1.333
H 0.284 3.517 -2.275
H 1.097 4.328 -0.927
H -1.046 4.073 0.440
H -3.150 3.428 -0.761
H -2.201 3.077 -2.257
H -2.320 5.819 -0.815
H -1.374 5.446 -2.308
H -0.241 1.247 -2.134
H -0.951 1.160 -0.507
H 0.082 -0.964 -1.086
H 1.627 -0.178 -1.456


[7]
Here is a structure of composition C20H29NOP2Tl from the Open Molecules 2025 dataset. Energies are from ωB97M-V/def2-TZVPD.

Values from the calculation:
**Kohn-Sham gap (spin up / spin down)**: 0.2162 / 0.2162 Eh
**Energy above the lowest of the compared OMol25 structures with the same formula, charge and spin**: 356.2 kJ/mol
**Charge**: +1
**E_HOMO (spin up / spin down)**: -9.32 / -9.32 eV

Positions of all 54 atoms, in Å:
C 4.145 -2.438 -1.945
C 3.497 -1.202 -2.013
C 2.495 -1.008 -3.008
C 2.145 -2.107 -3.897
C 2.845 -3.339 -3.786
C 3.830 -3.489 -2.820
C 1.048 -1.926 -4.755
C 0.363 -0.703 -4.824
C 0.791 0.354 -3.921
C 0.064 1.581 -3.885
C -1.062 1.728 -4.699
C -1.466 0.713 -5.580
C -0.770 -0.485 -5.653
H 4.912 -2.600 -1.191
H 2.536 -4.159 -4.450
H 4.346 -4.444 -2.756
H 0.709 -2.765 -5.378
H -1.640 2.648 -4.650
H -2.335 0.847 -6.217
H -1.084 -1.312 -6.301
N 1.761 0.136 -2.994
Tl 0.098 -0.244 -0.567
C 3.722 -0.103 -0.986
H 3.609 0.866 -1.492
H 4.723 -0.213 -0.552
C 0.476 2.630 -2.856
H 1.576 2.635 -2.784
H 0.076 3.613 -3.151
P 2.501 -0.142 0.402
P -0.165 2.231 -1.157
C -1.917 2.713 -1.286
H -2.377 2.651 -0.293
H -2.002 3.740 -1.661
H -2.455 2.040 -1.960
C 0.546 3.608 -0.204
H 0.270 4.576 -0.653
H 0.158 3.557 0.821
H 1.640 3.519 -0.170
C 2.946 -1.686 1.234
H 4.018 -1.716 1.431
H 2.413 -1.770 2.183
H 2.668 -2.551 0.632
C 3.182 1.112 1.518
H 2.608 1.121 2.455
H 4.236 0.901 1.760
H 3.110 2.112 1.065
H -0.534 -1.779 -1.367
H -0.310 -1.745 0.332
C -1.694 0.953 2.371
O -0.376 1.083 1.801
H -2.486 1.154 1.638
H -1.798 1.659 3.222
H -1.834 -0.074 2.730
H 0.193 1.180 2.617


[8]
Here is a structure of composition C20H2Cl52IN3OS from the Open Molecules 2025 dataset. Energies are from ωB97M-V/def2-TZVPD.

Values from the calculation:
**Kohn-Sham gap**: 0.2440 Eh
**E_HOMO**: -8.87 eV

Positions of all 80 atoms, in Å:
N 5.883 2.867 1.802
C 5.050 3.157 0.971
O 4.013 3.657 0.109
C 2.786 3.509 0.902
C 2.116 4.777 1.500
C 0.804 4.598 2.382
C 0.277 3.133 2.613
I -1.489 2.816 3.845
C 0.964 1.879 1.979
N 0.661 0.470 2.056
S 1.864 -0.365 1.126
N 2.897 0.874 0.510
C 2.261 2.038 1.094
H 2.587 5.809 1.285
H 0.296 5.523 2.822
C -0.070 3.290 -1.916
Cl -1.370 2.772 -0.820
Cl 1.495 3.177 -1.072
Cl -0.050 2.238 -3.350
Cl -0.353 4.972 -2.417
C -2.424 -1.634 0.188
Cl -1.078 -0.673 0.842
Cl -3.271 -2.442 1.523
Cl -3.554 -0.561 -0.669
Cl -1.792 -2.854 -0.941
C -0.232 9.256 -2.046
Cl 0.932 10.285 -2.908
Cl -1.603 10.243 -1.498
Cl -0.817 7.982 -3.137
Cl 0.562 8.513 -0.640
C -2.858 -2.609 5.803
Cl -1.748 -2.024 4.547
Cl -4.084 -3.661 5.062
Cl -1.946 -3.525 7.022
Cl -3.657 -1.224 6.579
C 2.015 -5.127 -0.642
Cl 0.457 -5.859 -0.197
Cl 3.343 -6.081 0.055
Cl 2.169 -5.107 -2.411
Cl 2.093 -3.455 -0.029
C -6.977 -0.853 -2.581
Cl -7.098 -1.059 -4.342
Cl -8.584 -0.485 -1.916
Cl -6.364 -2.351 -1.850
Cl -5.862 0.485 -2.217
C 4.401 -3.277 -5.113
Cl 3.597 -1.927 -4.281
Cl 3.176 -4.325 -5.862
Cl 5.481 -2.637 -6.371
Cl 5.349 -4.216 -3.940
C -3.665 -7.717 6.762
Cl -2.574 -7.084 5.509
Cl -4.873 -8.783 6.012
Cl -2.724 -8.636 7.957
Cl -4.490 -6.366 7.572
C 0.801 -6.022 3.779
Cl 0.954 -5.388 5.432
Cl 1.603 -7.605 3.676
Cl -0.920 -6.206 3.373
Cl 1.570 -4.898 2.637
C -3.526 6.503 2.560
Cl -2.182 7.467 3.211
Cl -4.375 5.692 3.894
Cl -4.658 7.569 1.699
Cl -2.890 5.284 1.435
C 9.504 -4.786 -3.760
Cl 10.836 -3.835 -3.067
Cl 8.664 -5.662 -2.462
Cl 8.361 -3.699 -4.576
Cl 10.156 -5.949 -4.935
C 4.987 1.173 -8.530
Cl 6.735 1.485 -8.608
Cl 4.491 0.225 -9.948
Cl 4.613 0.264 -7.050
Cl 4.110 2.719 -8.515
C -8.118 2.914 0.503
Cl -8.241 2.707 -1.257
Cl -9.723 3.283 1.171
Cl -7.503 1.415 1.234
Cl -7.004 4.250 0.867


Number 1: E -27727.9961 eV. Number 2: E -42657.4424 eV. Number 3: E -33872.0575 eV. Number 4: E -112182.0038 eV. Number 5: E -26794.0484 eV. Number 6: E -28842.7494 eV. Number 7: E -48010.5098 eV. Number 8: E -697379.3606 eV.